C4H9N2O | ωB97M-V/def2-TZVPD

XYZ file:
```
16
Properties=species:S:1:pos:R:3:lowdin_charge:R:1
C -0.54219 -2.23866 -0.25211 -0.038
C -0.86504 -0.71366 -0.31964 -0.374
N -1.26119 -0.03452 0.89224 0.064
C 0.39404 0.05486 -0.81776 0.031
N 1.22932 0.74157 -0.17289 0.182
C 1.63536 1.82009 0.36421 -0.182
O 0.94771 2.88871 0.32060 0.170
H -0.30521 -2.49153 0.72706 0.050
H 0.21186 -2.52935 -1.09615 0.121
H -1.40230 -2.95130 -0.42906 0.102
H -1.50343 -0.58145 -1.27829 0.167
H -0.99657 0.90418 1.01819 0.052
H -2.14873 -0.28679 1.30699 0.104
H 0.71679 -0.05823 -1.91016 0.182
H 2.53722 1.73938 1.04673 0.194
H 1.35237 3.73670 0.60004 0.176
```

Gap between HOMO and LUMO = 8.8 eV
Electronic energy = -9312.78557 eV
Charge = +1
SMILES string = C[C@@H](N)C=[N+]=CO
E_LUMO = -4.63 eV
Max |F| = 3.8 eV/Å
Energy relative to the best compared isomer or geometry (same formula, charge and spin) = 74.49 kcal/mol